The following is a quantum chemistry calculation of C22H29N3O3 as an isolated structure, from OMol25.

Results
- Energy relative to the best compared isomer or geometry (same formula, charge and spin): 570.7 kcal per mole
- Gap between HOMO and LUMO: 7.31 eV
- Max |F|: 18.12 eV/A
- E_tot: -33874.476 eV

Last column: natural (NBO) charge in e.
Element x y z (Å)
C: 3.408 2.200 1.052  -0.290
H: 2.372 2.696 1.392  0.221
O: 2.964 0.872 0.423  -0.502
C: 2.193 0.882 -0.585  0.287
C: 1.941 -0.285 -0.924  -0.212
C: 1.336 -0.699 -2.048  -0.071
C: 0.772 0.306 -2.662  -0.270
C: 0.626 1.640 -2.432  0.266
C: 1.511 1.986 -1.368  0.183
O: 1.644 3.231 -0.830  -0.529
C: 2.279 4.061 -2.010  -0.229
H: 1.575 4.324 -2.855  0.227
H: 3.134 3.925 -1.991  0.141
H: 2.338 5.003 -1.352  0.191
O: -0.041 2.698 -2.984  -0.470
C: -0.703 2.357 -3.972  -0.152
H: -0.319 1.938 -4.699  0.143
H: -1.175 3.331 -4.231  0.183
H: -1.770 1.594 -3.728  0.089
H: 0.048 -0.058 -3.624  0.181
C: 1.006 -2.118 -2.537  -0.388
H: 0.729 -2.294 -3.551  0.227
C: 0.288 -3.016 -1.515  -0.381
H: 0.341 -4.055 -1.720  0.198
H: 0.564 -2.840 -0.685  0.179
C: -1.211 -2.382 -1.239  -0.238
N: -1.714 -2.418 0.218  -0.463
C: -2.343 -3.754 0.401  0.573
N: -2.288 -3.715 1.825  -0.575
C: -1.836 -2.563 2.440  -0.178
H: -2.734 -2.000 2.754  0.168
H: -1.232 -2.684 3.117  0.175
C: -1.259 -1.781 1.182  -0.021
C: -1.736 -0.179 1.223  -0.379
C: -1.258 0.539 2.388  -0.049
C: -2.171 0.679 3.205  -0.243
C: -1.897 1.555 4.447  -0.123
C: -0.176 1.686 4.674  -0.266
C: 0.519 1.467 3.584  -0.194
C: 0.197 0.793 2.357  -0.190
H: 0.855 0.466 1.858  0.181
H: 1.816 1.685 3.666  0.172
H: 0.020 2.419 5.510  0.224
H: -2.390 1.854 5.363  0.208
H: -3.226 0.660 3.129  0.222
H: -2.914 -0.329 1.168  0.195
H: -1.313 0.174 0.377  0.201
H: -0.194 -1.770 1.449  0.153
N: -2.890 -4.618 -0.431  -0.805
H: -2.109 -4.752 -1.253  0.400
H: -3.146 -5.453 0.103  0.425
H: -1.143 -1.252 -1.460  0.217
H: -2.042 -2.838 -1.987  0.199
H: 2.075 -2.742 -2.477  0.201
H: 2.661 -1.294 -0.374  0.182
H: 4.129 1.874 1.870  0.210
H: 3.890 2.991 0.348  0.193

Atoms 1-3, force components in eV/Å:
C -1.9 0.3 0.0
H 2.7 -1.0 -0.2
O 4.5 4.5 4.9

The following is a quantum chemistry calculation of C17H29ClCrO4PTe as an isolated structure, from OMol25.

Results
- Energy relative to the best compared isomer or geometry (same formula, charge and spin): 5.8 kcal per mole
- Net charge: +1
- Gap between HOMO and LUMO (spin up / spin down): 8.34 / 8.67 eV
- Multiplicity: 5
- Max |F|: 0.42 eV/A
- E_tot: -83802.769 eV

Last column: natural (NBO) charge in e.
Element x y z (Å)
Cr: 0.192 0.394 0.496  1.074
O: -1.136 -2.394 2.858  -0.699
Cl: -0.904 -1.475 1.839  2.507
O: 0.448 -1.622 1.234  -0.874
O: -0.849 -0.071 2.331  -0.879
O: -1.848 -1.497 0.769  -0.795
C: -3.195 1.721 -0.345  -0.599
Te: -1.432 2.632 0.468  0.562
C: -1.417 3.732 -1.371  -0.635
C: -2.857 3.717 -1.822  0.024
C: -3.327 4.653 -2.735  -0.219
C: -4.647 4.614 -3.156  -0.187
C: -5.504 3.640 -2.662  -0.189
C: -5.042 2.707 -1.748  -0.178
C: -3.717 2.740 -1.326  -0.096
H: -3.891 1.520 0.466  0.255
H: -2.936 0.778 -0.825  0.232
H: -0.761 3.252 -2.097  0.222
H: -1.052 4.737 -1.175  0.249
H: -2.662 5.420 -3.112  0.220
H: -5.010 5.350 -3.860  0.229
H: -6.537 3.615 -2.980  0.230
H: -5.713 1.954 -1.354  0.223
C: 3.442 0.253 0.990  -0.605
C: 3.437 -0.200 -0.474  -0.516
C: 4.777 0.113 -1.139  -0.612
P: 1.919 0.424 -1.326  0.857
C: 1.482 -0.745 -2.686  -0.504
C: 2.667 -1.363 -3.426  -0.613
C: 0.563 -1.840 -2.134  -0.605
C: 2.158 2.080 -2.103  -0.503
C: 3.020 2.125 -3.365  -0.614
C: 2.604 3.114 -1.068  -0.610
H: 4.313 -0.160 1.501  0.243
H: 2.565 -0.104 1.540  0.193
H: 3.496 1.339 1.079  0.211
H: 3.284 -1.286 -0.485  0.240
H: 4.996 1.180 -1.095  0.209
H: 4.819 -0.206 -2.177  0.222
H: 5.573 -0.402 -0.599  0.234
H: 0.908 -0.127 -3.387  0.233
H: 3.248 -2.008 -2.765  0.213
H: 3.335 -0.617 -3.853  0.217
H: 2.296 -1.984 -4.241  0.234
H: 1.059 -2.423 -1.355  0.219
H: 0.284 -2.527 -2.933  0.237
H: -0.359 -1.434 -1.710  0.202
H: 1.132 2.324 -2.403  0.223
H: 4.052 1.846 -3.165  0.219
H: 3.025 3.143 -3.758  0.230
H: 2.630 1.474 -4.146  0.218
H: 3.643 2.959 -0.773  0.219
H: 1.991 3.086 -0.163  0.199
H: 2.532 4.116 -1.491  0.233

Atoms 1-3, force components in eV/Å:
Cr 0.2 0.0 0.3
O 0.0 -0.2 0.2
Cl 0.1 0.1 -0.2

The following is a quantum chemistry calculation of a 2-piece molecular cluster, C32H28F3N3O4S3 overall, from OMol25.

Results
- SMILES: O=S(=O)(c1ccccc1)N(SC(F)(F)F)S(=O)(=O)c1ccccc1.N#Cc1ccc(/C=C(\c2ccccc2)N2CCCC2)cc1
- Gap between HOMO and LUMO: 7.14 eV
- Max |F|: 2.30 eV/A
- E_tot: -86954.001 eV

Last column: Löwdin charge in e.
Element x y z (Å)
O: 3.535 -2.009 -5.151  -0.273
S: 2.214 -1.555 -5.489  0.718
O: 1.113 -2.468 -5.624  -0.286
C: 2.338 -0.521 -6.960  -0.271
C: 1.589 -0.877 -8.086  -0.056
C: 1.704 -0.119 -9.255  -0.064
C: 2.591 0.962 -9.300  -0.069
C: 3.366 1.281 -8.184  -0.059
C: 3.265 0.519 -7.017  -0.043
N: 1.801 -0.427 -4.070  -0.581
S: 0.300 -0.441 -3.231  1.078
C: -0.514 0.815 -4.288  -0.796
F: -1.821 0.881 -3.967  0.094
F: -0.409 0.443 -5.592  0.081
F: 0.030 2.048 -4.154  0.097
S: 3.105 -0.039 -3.044  0.617
O: 3.373 -1.165 -2.193  -0.265
O: 4.108 0.563 -3.884  -0.296
C: 2.347 1.226 -2.071  -0.341
C: 2.648 2.567 -2.305  -0.046
C: 2.060 3.539 -1.488  -0.062
C: 1.201 3.161 -0.453  -0.066
C: 0.949 1.815 -0.201  -0.070
C: 1.555 0.837 -0.981  -0.129
H: 0.911 -1.730 -8.033  0.117
H: 1.100 -0.374 -10.124  0.109
H: 2.684 1.549 -10.215  0.109
H: 4.057 2.125 -8.211  0.112
H: 3.879 0.741 -6.149  0.098
H: 3.309 2.824 -3.134  0.120
H: 2.279 4.590 -1.676  0.109
H: 0.746 3.923 0.182  0.109
H: 0.286 1.494 0.607  0.101
H: 1.390 -0.219 -0.761  0.100
N: 5.304 -0.082 3.977  0.139
C: 4.161 0.135 4.097  -0.191
C: 2.756 0.393 4.202  -0.249
C: 1.935 -0.397 5.021  -0.025
C: 0.560 -0.240 4.990  -0.025
C: -0.039 0.684 4.083  -0.228
C: -1.441 0.734 3.765  -0.021
C: -2.338 -0.327 3.944  -0.185
C: -1.837 -1.729 3.990  -0.194
C: -0.894 -2.112 3.024  -0.033
C: -0.409 -3.415 2.975  -0.063
C: -0.867 -4.353 3.910  -0.079
C: -1.779 -3.977 4.909  -0.071
C: -2.263 -2.665 4.948  -0.051
N: -3.677 -0.132 3.975  -0.068
C: -4.260 1.201 3.939  -0.151
C: -5.765 0.998 3.732  -0.151
C: -6.012 -0.516 3.641  -0.149
C: -4.654 -1.206 3.816  -0.143
C: 0.820 1.636 3.475  -0.048
C: 2.190 1.453 3.480  -0.037
H: 2.396 -1.154 5.663  0.124
H: -0.068 -0.831 5.660  0.120
H: -1.841 1.723 3.533  0.092
H: -0.535 -1.353 2.323  0.122
H: 0.318 -3.682 2.203  0.110
H: -0.497 -5.381 3.862  0.104
H: -2.118 -4.706 5.649  0.106
H: -2.947 -2.369 5.751  0.117
H: -4.060 1.744 4.876  0.130
H: -3.834 1.797 3.123  0.112
H: -6.326 1.440 4.558  0.106
H: -6.075 1.491 2.806  0.107
H: -6.702 -0.861 4.414  0.106
H: -6.424 -0.798 2.667  0.108
H: -4.407 -1.845 2.952  0.132
H: -4.663 -1.863 4.698  0.101
H: 0.365 2.488 2.970  0.108
H: 2.835 2.120 2.902  0.122

Atoms 1-3, force components in eV/Å:
O -0.9 0.3 -0.3
S 0.3 -0.1 0.9
O 0.5 0.9 0.1

The following is a quantum chemistry calculation of a 2-piece molecular cluster, C4H12NO overall, from OMol25.

Results
- Energy relative to the best compared isomer or geometry (same formula, charge and spin): 53.8 kcal per mole
- Net charge: +1
- Gap between HOMO and LUMO: 9.78 eV
- Max |F|: 2.93 eV/A
- E_tot: -7871.959 eV

Last column: natural (NBO) charge in e.
Element x y z (Å)
C: 0.954 1.420 -1.397  -0.621
C: 1.087 0.442 -0.174  -0.426
C: -0.219 0.384 0.691  -0.248
C: 0.160 -1.219 2.364  0.157
N: -0.412 -0.931 1.251  -0.377
H: 1.697 2.290 -1.439  0.247
H: 0.962 0.895 -2.356  0.223
H: -0.112 1.769 -1.413  0.205
H: 1.402 -0.564 -0.521  0.230
H: 1.834 0.889 0.477  0.224
H: -0.186 1.072 1.522  0.219
H: -1.072 0.737 0.137  0.262
H: 1.112 -0.864 2.741  0.229
H: -0.409 -1.771 3.110  0.223
H: -1.271 -1.476 1.165  0.450
H: -1.360 -0.488 -2.389  0.484
H: -2.335 -1.648 -2.091  0.492
O: -1.832 -0.938 -1.682  -0.972

Atoms 1-3, force components in eV/Å:
C -1.0 0.4 0.0
C -0.1 0.9 -0.5
C 1.5 0.9 -1.9

The following is a quantum chemistry calculation of C5H7NO as an isolated structure, from OMol25.

Results
- Energy relative to the best compared isomer or geometry (same formula, charge and spin): 43.5 kcal per mole
- Gap between HOMO and LUMO: 10.96 eV
- Max |F|: 0.65 eV/A
- E_tot: -8834.317 eV

Last column: natural (NBO) charge in e.
Element x y z (Å)
N: 2.617 0.312 0.294  -0.688
C: 1.470 -0.037 -0.076  0.576
O: 0.871 -1.284 -0.176  -0.506
C: -0.322 -0.703 -0.793  0.105
C: -1.466 -0.503 0.203  -0.431
C: -0.770 0.811 0.661  -0.387
C: 0.250 0.693 -0.513  -0.325
H: 3.174 -0.492 0.578  0.352
H: -0.511 -1.121 -1.781  0.192
H: -1.571 -1.309 0.936  0.222
H: -2.432 -0.359 -0.298  0.217
H: -0.342 0.739 1.667  0.222
H: -1.292 1.755 0.544  0.219
H: 0.324 1.498 -1.245  0.233

Atoms 1-3, force components in eV/Å:
N -0.4 -0.3 -0.1
C 0.3 0.2 0.1
O 0.1 -0.1 0.0

The following is a quantum chemistry calculation of a 2-piece molecular cluster, C5H11N overall, from OMol25.

Results
- Energy relative to the best compared isomer or geometry (same formula, charge and spin): 102.5 kcal per mole
- Gap between HOMO and LUMO (spin up / spin down): 8.10 / 8.10 eV
- Max |F|: 0.82 eV/A
- E_tot: -6849.086 eV

Last column: natural (NBO) charge in e.
Element x y z (Å)
C: -1.421 -1.378 0.032  -0.664
C: -0.441 -0.615 0.855  0.065
C: -0.535 1.909 -0.336  -0.895
N: 0.812 -0.496 0.563  -0.236
C: 1.665 -0.626 -0.603  -0.255
C: 1.865 0.361 0.488  -0.303
H: -0.960 -1.767 -0.883  0.224
H: -1.843 -2.214 0.601  0.224
H: -2.257 -0.724 -0.256  0.228
H: -0.774 -0.096 1.749  0.198
H: -0.936 1.329 -1.176  0.197
H: -0.284 2.908 -0.683  0.211
H: -1.312 1.980 0.432  0.200
H: 1.204 -0.284 -1.536  0.179
H: 2.235 -1.551 -0.682  0.185
H: 2.666 0.475 1.199  0.209
H: 0.439 1.513 0.042  0.235

Atoms 1-3, force components in eV/Å:
C 0.0 -0.1 0.0
C 0.2 -0.2 0.2
C 0.0 0.3 -0.1